No. 1
{
  "formula": "C25H38I2N2NaO3S3Sb",
  "method": "wB97M-V/def2-TZVPD",
  "symbols": ["Na", "I", "C", "C", "C", "I", "C", "O", "C", "C", "N", "C", "C", "C", "C", "C", "C", "N", "C", "H", "H", "H", "H", "H", "H", "H", "H", "H", "H", "H", "C", "C", "S", "C", "C", "S", "C", "C", "S", "H", "H", "H", "H", "H", "H", "H", "H", "H", "H", "H", "H", "C", "C", "Sb", "C", "C", "C", "C", "H", "H", "H", "H", "H", "H", "H", "H", "H", "H", "H", "H", "H", "H", "H", "O", "O"],
  "positions_angstrom": [[-0.276960, 0.666215, 0.303568], [4.053176, 5.334636, -3.875864], [3.227695, 3.725038, -2.871058], [3.483693, 2.432216, -3.274824], [2.872710, 1.375520, -2.606925], [3.605206, -0.495307, -3.129177], [1.910321, 1.526362, -1.562989], [1.215663, 0.538499, -1.089622], [1.858402, 2.879494, -1.043103], [1.359045, 3.301130, 0.342533], [0.067258, 2.793237, 0.761475], [-0.452258, 3.395544, 1.966289], [-1.656026, 2.626662, 2.500708], [-2.491253, 3.217663, 3.445169], [-3.580218, 2.514842, 3.918864], [-3.823445, 1.239154, 3.425130], [-2.947488, 0.728155, 2.487259], [-1.873520, 1.391820, 2.040933], [2.459716, 3.924217, -1.735086], [4.165289, 2.233020, -4.090149], [1.394085, 4.398093, 0.357388], [2.094293, 2.979374, 1.093230], [-0.611732, 2.840484, 0.002794], [-0.745594, 4.447598, 1.843381], [0.330102, 3.392044, 2.731603], [-2.281986, 4.224965, 3.785880], [-4.242984, 2.958725, 4.652078], [-4.677510, 0.659345, 3.749535], [-3.105151, -0.259093, 2.061727], [2.342207, 4.928978, -1.346838], [0.476571, -3.465687, 1.684031], [1.960854, -3.112729, 1.834804], [2.390173, -1.589059, 0.977344], [3.336102, -0.711592, 2.234724], [2.611432, -0.359692, 3.540075], [1.049854, 0.516524, 3.317562], [-0.075658, -0.482705, 4.299428], [-0.298962, -1.935952, 3.867579], [-0.715758, -2.186206, 2.124482], [0.261884, -4.375654, 2.248252], [0.254069, -3.700633, 0.639483], [2.546068, -3.945906, 1.441693], [2.218484, -3.036553, 2.891295], [3.663661, 0.199740, 1.728134], [4.244651, -1.266945, 2.477006], [3.278549, 0.254214, 4.147170], [2.422836, -1.263850, 4.121363], [-1.018823, 0.066823, 4.275902], [0.243212, -0.485008, 5.344525], [-1.097134, -2.352350, 4.484112], [0.588741, -2.530472, 4.084064], [0.053544, -3.643457, -3.302633], [0.626029, -2.405804, -2.608019], [-0.928857, -1.064040, -2.189217], [-1.099249, 0.144234, -3.869819], [-1.050350, -0.609850, -5.198729], [-2.578672, -2.374336, -1.929571], [-3.614155, -2.319906, -3.058413], [0.876175, -4.222920, -3.728798], [-0.614749, -3.396315, -4.131127], [-0.488585, -4.300736, -2.626840], [1.278507, -1.822736, -3.249588], [1.195575, -2.623369, -1.704410], [-0.267293, 0.843509, -3.756147], [-2.006874, 0.720600, -3.696261], [-0.127420, -1.182206, -5.314728], [-1.089185, 0.094770, -6.030659], [-1.888144, -1.298611, -5.319701], [-3.005021, -2.003905, -0.995887], [-2.220539, -3.386381, -1.756513], [-3.945637, -1.296646, -3.248373], [-4.502107, -2.904746, -2.811680], [-3.220148, -2.713321, -3.997993], [-1.807678, 0.111212, -0.879827], [-1.588688, 1.500019, -1.202004]],
  "atomic_forces_ev_per_a": [[0.54, -0.22, 2.16], [0.12, 0.22, -0.16], [-0.12, -0.25, 0.13], [-0.08, -0.05, 0.09], [-0.14, 0.44, -0.04], [0.05, -0.29, -0.02], [0.06, 0.14, 0.17], [0.98, 0.03, -0.89], [-0.01, 0.11, 0.09], [-0.01, -0.26, -0.14], [0.07, 0.60, 0.00], [-0.16, -0.27, -0.02], [0.18, -0.10, -0.16], [0.02, 0.09, 0.01], [-0.07, 0.00, 0.05], [-0.04, 0.02, 0.03], [0.21, 0.10, -0.13], [-0.20, 0.15, 0.22], [-0.09, -0.12, 0.04], [-0.01, -0.01, 0.00], [-0.05, 0.06, 0.02], [0.02, -0.08, -0.02], [-0.05, -0.04, -0.03], [-0.03, 0.07, -0.04], [0.04, -0.08, 0.03], [-0.02, -0.03, 0.01], [0.02, -0.02, -0.02], [0.02, 0.02, 0.00], [0.04, 0.04, 0.00], [0.02, -0.01, -0.02], [0.14, -0.18, -0.09], [-0.20, -0.19, 0.16], [0.03, 0.01, -0.20], [0.04, 0.20, 0.14], [0.21, -0.21, -0.02], [0.00, 0.14, -0.16], [-0.22, -0.15, 0.10], [0.07, 0.07, 0.21], [-0.12, 0.10, -0.05], [0.00, 0.00, 0.03], [0.00, 0.07, -0.01], [0.02, 0.00, -0.03], [0.03, 0.08, -0.02], [-0.08, -0.01, -0.01], [-0.01, -0.03, 0.00], [0.03, 0.01, -0.02], [-0.05, 0.01, -0.02], [0.03, 0.00, -0.09], [0.05, 0.00, -0.01], [-0.03, 0.02, 0.00], [0.01, 0.02, -0.04], [0.25, 0.00, -0.04], [0.35, -0.35, 0.29], [-0.91, 0.59, 0.17], [0.11, 0.13, -0.27], [0.00, 0.10, -0.03], [-0.23, -0.08, -0.17], [0.02, 0.01, 0.01], [-0.01, 0.02, 0.02], [0.00, 0.06, 0.04], [0.01, 0.01, 0.07], [0.02, -0.08, -0.06], [0.02, -0.06, -0.08], [-0.03, 0.02, -0.08], [-0.02, -0.01, -0.11], [0.01, 0.02, 0.04], [0.00, 0.01, 0.01], [0.00, 0.03, 0.04], [-0.05, -0.02, -0.02], [-0.05, -0.07, -0.03], [0.03, -0.01, 0.05], [0.03, -0.01, 0.04], [0.02, -0.02, 0.05], [-0.48, -0.49, -0.70], [-0.35, 0.01, -0.47]],
  "gap_ev": 6.9,
  "homo_energy_ev": -6.84,
  "charge": 0,
  "spin_multiplicity": 1
}

***

No. 2
{
  "formula": "C6H10O",
  "method": "wB97M-V/def2-TZVPD",
  "symbols": ["C", "C", "C", "C", "C", "C", "O", "H", "H", "H", "H", "H", "H", "H", "H", "H", "H"],
  "positions_angstrom": [[1.886518, 0.859158, -0.907642], [0.996231, -0.339657, -0.764111], [-0.251861, -0.390281, -0.296481], [-1.065051, -1.658802, -0.364016], [-0.942902, 0.756992, 0.395275], [-0.722036, 0.680337, 1.901319], [0.270071, 0.224514, 2.413261], [2.228183, 0.928619, -1.947891], [1.381641, 1.798074, -0.662465], [2.781932, 0.785693, -0.279844], [1.427128, -1.275998, -1.121822], [-1.785206, -1.599623, -1.191738], [-0.433600, -2.535593, -0.533054], [-1.644774, -1.823951, 0.552328], [-2.022797, 0.766295, 0.196966], [-0.563184, 1.737745, 0.077250], [-1.540294, 1.086477, 2.532666]],
  "atomic_forces_ev_per_a": [[-0.01, 0.07, 0.02], [-0.18, -0.04, -0.02], [0.21, -0.02, -0.12], [-0.02, -0.08, 0.01], [0.04, -0.01, -0.05], [0.27, -0.10, 0.14], [-0.46, 0.20, -0.18], [-0.01, 0.03, 0.16], [0.08, -0.15, 0.00], [-0.15, -0.04, -0.05], [-0.11, 0.12, -0.06], [0.07, 0.00, 0.16], [-0.07, 0.13, 0.01], [0.13, 0.01, -0.08], [0.16, -0.04, 0.04], [-0.04, -0.14, 0.06], [0.09, 0.03, -0.05]],
  "gap_ev": 10.0,
  "homo_energy_ev": -9.01,
  "smiles": "C/C=C(/C)CC=O",
  "charge": 0,
  "spin_multiplicity": 1
}

***

No. 3
{
  "formula": "C4H12N2O2S2",
  "method": "wB97M-V/def2-TZVPD",
  "symbols": ["C", "C", "C", "C", "H", "H", "H", "H", "H", "H", "H", "H", "H", "H", "H", "H", "N", "N", "O", "O", "S", "S"],
  "positions_angstrom": [[1.162876, 0.954658, 0.248078], [2.011315, -0.191836, 0.982831], [0.373886, 0.503878, -0.952943], [-0.596294, -0.673017, -0.826616], [2.962596, 1.815345, -0.189687], [2.184174, 2.510870, 0.897609], [0.455336, 1.386564, 0.933645], [3.100287, 0.321539, 1.581239], [1.343384, -0.756878, 1.696258], [1.920669, -1.261212, -1.318895], [-0.464580, 1.337563, -1.345746], [1.102551, 0.524629, -1.941270], [-0.068488, -1.329142, 0.072406], [-0.787537, -1.386181, -1.707286], [-1.847067, -0.610869, 2.173268], [-1.268069, 1.044472, 1.913432], [1.939950, 2.171903, -0.103613], [-1.372320, -0.018189, 1.420380], [-2.934863, -1.354206, 0.162755], [-2.762645, 1.143796, -0.661051], [3.078795, -1.173846, -0.240209], [-2.124876, -0.110624, -0.053796]],
  "atomic_forces_ev_per_a": [[0.70, 0.20, 0.54], [2.75, 1.69, 0.40], [-1.42, 2.37, -5.09], [2.44, -2.56, 1.24], [-1.88, 0.50, -1.09], [-1.03, 0.20, -1.87], [-0.22, -0.46, 0.64], [-3.92, -1.27, -1.23], [1.14, 0.26, -0.82], [2.81, -0.10, 2.31], [2.73, -1.22, 1.27], [-1.81, -0.56, 2.47], [-1.99, 1.05, -2.48], [0.18, 1.57, 1.10], [0.44, 0.97, -1.81], [-0.58, -3.68, -2.10], [3.62, -0.91, 2.79], [-0.60, 4.23, 4.74], [1.15, 2.77, -1.03], [2.62, -3.90, 2.27], [-3.90, 0.25, -1.57], [-3.23, -1.38, -0.68]],
  "gap_ev": 9.8,
  "homo_energy_ev": -9.54,
  "charge": 0,
  "spin_multiplicity": 1
}

***

No. 4
{
  "formula": "C4H8O3",
  "method": "wB97M-V/def2-TZVPD",
  "symbols": ["C", "C", "O", "O", "C", "C", "O", "H", "H", "H", "H", "H", "H", "H", "H"],
  "positions_angstrom": [[1.238328, -1.844871, 1.223885], [0.869661, -1.134138, -0.046858], [1.283666, -1.396129, -1.134389], [0.343511, 0.169539, 0.291747], [-0.440655, 0.678437, -0.754019], [-0.868775, 2.095706, -0.425364], [-1.532825, -0.264767, -0.909699], [2.028931, -2.564254, 1.017346], [0.350604, -2.326694, 1.649682], [1.631338, -1.140262, 1.962899], [0.096193, 0.581886, -1.703019], [0.020482, 2.727585, -0.352219], [-1.518220, 2.482160, -1.213885], [-1.382378, 2.122864, 0.539784], [-2.119862, -0.187063, -0.145889]],
  "atomic_forces_ev_per_a": [[-0.30, -0.27, 0.15], [1.91, 2.27, 0.91], [-1.00, -0.18, 0.06], [0.33, -1.72, -0.31], [-1.08, -0.95, -0.41], [0.24, -0.28, -0.05], [0.25, 0.99, -0.15], [-0.28, -0.16, -0.10], [0.25, -0.02, -0.01], [-0.29, 0.09, -0.22], [-0.08, 0.24, 0.15], [-0.12, -0.04, -0.02], [0.06, -0.08, 0.14], [-0.03, -0.01, -0.12], [0.12, 0.11, -0.04]],
  "gap_ev": 11.4,
  "homo_energy_ev": -10.61,
  "smiles": "CC(=O)O[C@H](C)O",
  "charge": 0,
  "spin_multiplicity": 1
}

***

No. 5
{
  "formula": "C2H6BrCl3Si2",
  "method": "wB97M-V/def2-TZVPD",
  "symbols": ["C", "Si", "Cl", "Cl", "Si", "C", "Cl", "Br", "H", "H", "H", "H", "H", "H"],
  "positions_angstrom": [[0.542826, 0.000736, -2.200291], [1.273603, 1.011276, -0.759110], [2.218851, 2.726728, -1.255200], [2.649193, -0.085060, 0.418225], [-0.535656, 1.404698, 0.652524], [-0.890058, 0.295558, 2.208765], [-1.226120, 3.298337, 0.869444], [-2.647569, 0.160441, -0.815057], [1.226355, -0.371342, -2.974353], [0.029429, -0.898360, -1.820794], [-0.138336, 0.573941, -2.771608], [-1.797869, 0.610035, 2.489990], [-0.812837, -0.679603, 1.884499], [-0.061380, 0.381456, 2.906075]],
  "atomic_forces_ev_per_a": [[1.37, -0.82, 0.47], [0.04, -1.47, -0.52], [0.02, 0.31, -0.19], [-0.74, 0.38, -0.53], [-2.46, -1.94, 0.16], [4.36, 1.84, -2.09], [0.22, -0.01, -0.01], [1.71, 1.09, 1.13], [0.50, 0.18, 0.50], [0.04, 0.53, 0.09], [-1.08, 0.82, -0.18], [-3.32, 0.78, 1.56], [-0.45, -2.23, -0.89], [-0.22, 0.53, 0.50]],
  "gap_ev": 8.7,
  "homo_energy_ev": -9.54,
  "smiles": "C[Si](Cl)(Cl)[Si@@](C)(Cl)Br",
  "charge": 0,
  "spin_multiplicity": 1
}

***

No. 6
{
  "formula": "C27H32Ge2N2O2STc",
  "method": "wB97M-V/def2-TZVPD",
  "symbols": ["Tc", "C", "C", "C", "C", "C", "C", "C", "C", "C", "S", "C", "N", "H", "H", "H", "H", "H", "H", "H", "H", "C", "Ge", "C", "C", "Ge", "C", "C", "C", "C", "C", "C", "C", "C", "C", "C", "C", "C", "H", "H", "H", "H", "H", "H", "H", "H", "H", "H", "H", "H", "H", "H", "H", "H", "H", "H", "H", "N", "C", "C", "O", "O", "H", "H", "H", "H", "H"],
  "positions_angstrom": [[0.544170, 1.554067, 0.353594], [2.370270, 0.422067, -2.084506], [3.093370, 0.407467, -0.779506], [4.478170, 0.184167, -0.724806], [5.152470, 0.280167, 0.468094], [4.422970, 0.526167, 1.651994], [5.014170, 0.640167, 2.928894], [4.236770, 0.841767, 4.044294], [2.843170, 0.874867, 3.943594], [2.232370, 0.769467, 2.708894], [0.486670, 0.718567, 2.522594], [3.013070, 0.650467, 1.533194], [2.377370, 0.646467, 0.321994], [3.080370, 0.368767, -2.902806], [1.775470, 1.334467, -2.196606], [1.684670, -0.425033, -2.157806], [5.002170, -0.047733, -1.639606], [6.225470, 0.167767, 0.513394], [6.088070, 0.568967, 3.012094], [4.691470, 0.953967, 5.016794], [2.230170, 0.978567, 4.824794], [1.492370, -3.296333, 0.230094], [-0.242530, -3.784633, 1.071794], [-0.461730, -3.181933, 2.950394], [-1.469530, -5.008333, 0.101794], [-1.376730, 0.273567, -0.424606], [-3.144630, -0.149333, 0.413694], [-3.415530, -1.424033, 0.905694], [-4.678830, -1.733333, 1.377894], [-5.679330, -0.772033, 1.368194], [-5.420930, 0.491367, 0.862594], [-4.157230, 0.806667, 0.389594], [-1.546730, -0.380633, -2.303406], [-1.029830, -1.627733, -2.644806], [-1.146130, -2.098933, -3.939806], [-1.756630, -1.316733, -4.909006], [-2.299030, -0.086833, -4.571106], [-2.206030, 0.377267, -3.269306], [2.265170, -3.873233, 0.740694], [1.711870, -2.236533, 0.361294], [1.520970, -3.555933, -0.825806], [-0.012730, -3.940433, 3.594494], [-1.508330, -3.074333, 3.229794], [0.059870, -2.236933, 3.108394], [-1.106230, -6.024633, 0.269794], [-1.451430, -4.811333, -0.970706], [-2.490230, -4.938633, 0.475894], [-2.624430, -2.178633, 0.902594], [-4.897130, -2.723333, 1.749094], [-6.659130, -1.012933, 1.751194], [-6.203730, 1.234367, 0.831194], [-3.949030, 1.795467, -0.002706], [-0.551130, -2.227933, -1.873406], [-0.756530, -3.070833, -4.200806], [-1.821230, -1.674633, -5.925106], [-2.793130, 0.510767, -5.323406], [-2.644830, 1.329067, -2.996806], [0.712570, 6.231067, -0.743506], [-0.450530, 5.508467, -0.177306], [-0.063530, 4.024367, -0.122706], [-0.845930, 3.181567, 0.341794], [1.071770, 3.714867, -0.554506], [1.083670, 6.961467, -0.124006], [0.520170, 6.666067, -1.653606], [1.422270, 5.454367, -0.876606], [-1.347130, 5.627067, -0.788106], [-0.695830, 5.837667, 0.834594]],
  "atomic_forces_ev_per_a": [[-0.64, -0.46, 0.87], [-0.07, -0.07, 0.02], [0.10, 0.04, -0.19], [0.01, -0.06, 0.14], [-0.41, 0.04, -0.02], [-0.43, 0.09, -0.10], [-0.11, 0.06, 0.16], [0.33, -0.10, -0.14], [-0.31, -0.04, -0.49], [0.31, 0.00, -0.15], [-0.51, 0.35, -1.02], [0.55, -0.07, 1.05], [0.33, -0.14, -0.34], [-0.06, 0.03, -0.15], [0.04, 0.03, -0.07], [0.00, -0.03, -0.04], [0.03, 0.09, -0.06], [0.11, -0.05, -0.02], [0.10, 0.00, 0.02], [0.09, -0.03, 0.04], [-0.03, 0.03, 0.16], [-0.87, -0.18, 0.11], [0.36, -0.34, 0.23], [-0.11, -0.11, -0.84], [0.34, 0.71, 0.41], [-0.86, -0.42, -0.54], [0.72, 0.42, -0.12], [0.45, 0.08, -0.18], [-0.01, -0.11, 0.05], [0.07, 0.01, -0.05], [-0.05, 0.05, -0.01], [0.38, 0.09, -0.08], [0.33, 0.18, 0.65], [0.07, 0.14, 0.35], [0.05, -0.11, -0.08], [-0.03, -0.05, 0.03], [-0.01, 0.02, -0.04], [0.10, 0.18, 0.38], [0.02, -0.04, 0.15], [-0.08, 0.03, 0.14], [-0.10, -0.04, -0.01], [0.07, -0.14, -0.05], [-0.03, -0.08, -0.10], [0.03, -0.07, -0.15], [0.12, -0.04, 0.07], [0.11, 0.07, 0.07], [0.09, 0.05, 0.08], [-0.20, -0.03, 0.06], [0.02, -0.09, 0.06], [-0.08, -0.02, -0.01], [-0.05, 0.05, 0.03], [-0.15, 0.06, 0.05], [0.12, -0.12, -0.16], [0.05, -0.10, -0.04], [-0.03, -0.03, -0.07], [-0.04, 0.03, -0.02], [-0.06, 0.08, -0.13], [0.54, -0.04, -0.23], [-0.66, -0.70, 0.38], [0.04, 1.18, -0.36], [-0.64, -0.37, 0.52], [0.47, -0.55, -0.16], [-0.05, -0.21, -0.12], [0.01, -0.10, 0.20], [-0.17, 0.68, -0.01], [0.16, 0.10, -0.02], [0.15, 0.15, -0.14]],
  "gap_ev": [6.0, 6.3],
  "homo_energy_ev": [-15.57, -16.04],
  "charge": 3,
  "spin_multiplicity": 3,
  "s2": 2.05
}

***

Number 1: electronic energy -95321.353 eV. Number 2: electronic energy -8430.762 eV. Number 3: electronic energy -33083.301 eV. Number 4: electronic energy -10420.179 eV. Number 5: electronic energy -125541.186 eV. Number 6: electronic energy -161633.453 eV.